Formula: C3H3NOS
Source: OMol25
Level of theory: ωB97M-V/def2-TZVPD

**F_max**: 2.8 eV/A
**Charge**: 0
**SMILES**: [H]/N=C/C(=O)C=S
**HOMO-LUMO gap**: 7.931 eV
**Energy relative to the best compared isomer or geometry (same formula, charge and spin)**: 87.21 kcal/mol

```
9
C3H3NOS, DFT ωB97M-V/def2-TZVPD
H 2.26302 1.50086 1.67901
C -1.83244 -0.84108 -0.11859
O 0.00691 -0.20040 -1.60275
H -2.26727 -0.49061 0.92278
H 1.80531 0.60492 -0.78161
C -0.08032 -0.28599 -0.40432
N 1.47317 0.87595 1.33199
S -2.68128 -1.65708 -1.21097
C 1.31289 0.49344 0.18446
```